Entry 1:
{"formula": "C27H26Cl40F4N3O4P2S", "method": "ωB97M-V/def2-TZVPD", "max_force_ev_per_a": 9.87, "total_charge": 1, "energy_ev": -582228.3672, "elements": ["C", "C", "P", "C", "C", "C", "C", "C", "O", "N", "C", "C", "C", "C", "O", "O", "F", "C", "S", "C", "P", "N", "N", "C", "C", "O", "C", "C", "F", "F", "F", "H", "H", "H", "H", "H", "H", "H", "H", "H", "H", "H", "H", "H", "H", "H", "H", "H", "H", "H", "H", "H", "H", "H", "H", "H", "H", "C", "Cl", "Cl", "Cl", "Cl", "C", "Cl", "Cl", "Cl", "Cl", "C", "Cl", "Cl", "Cl", "Cl", "C", "Cl", "Cl", "Cl", "Cl", "C", "Cl", "Cl", "Cl", "Cl", "C", "Cl", "Cl", "Cl", "Cl", "C", "Cl", "Cl", "Cl", "Cl", "C", "Cl", "Cl", "Cl", "Cl", "C", "Cl", "Cl", "Cl", "Cl", "C", "Cl", "Cl", "Cl", "Cl"], "coordinates": [[-3.737259, 0.281212, 0.162547], [-2.422693, 0.124658, -0.801324], [-2.039386, 1.626074, -1.917044], [-3.381770, 3.008338, -1.765293], [-0.342990, 2.353442, -1.286520], [-0.259146, 3.023976, 0.243695], [-1.521989, 3.138631, 1.281493], [-1.278478, 2.328615, 2.721905], [-0.477887, 1.270086, 2.865390], [-2.058749, 2.918998, 3.915195], [-1.290624, 4.124700, 4.448970], [-2.195599, 1.905339, 5.032900], [1.186633, 3.653999, 0.798823], [1.389926, 4.380264, 2.253800], [1.889121, 3.621924, 3.259217], [1.057738, 5.829572, 2.449291], [1.958658, 6.254641, 3.311440], [2.489721, 3.535360, -0.185022], [4.139444, 4.191926, 0.442487], [2.279529, 2.834754, -1.677987], [3.904303, 2.735803, -2.742186], [4.592867, 1.308060, -2.347212], [0.918236, 2.305181, -2.176626], [0.933991, 1.732050, -3.589170], [1.593594, 0.201507, -3.457939], [2.626408, 0.040035, -4.484879], [2.422748, -1.139445, -5.332082], [2.233282, -0.596053, -6.888244], [0.964591, -1.121516, -7.471871], [3.453832, -1.023848, -7.667602], [2.263748, 0.892212, -6.824479], [-4.072701, -0.825322, 0.460770], [-3.436159, 0.784081, 1.201872], [-4.674002, 0.769273, -0.339214], [-2.666886, -0.779969, -1.541795], [-1.445708, -0.234494, -0.216055], [-2.824968, 4.011591, -1.441253], [-4.184307, 2.804247, -0.939797], [-3.892290, 3.252556, -2.804425], [-2.545137, 2.744727, 0.875675], [-1.600175, 4.284464, 1.587778], [-1.147836, 4.955288, 3.629389], [-0.221715, 3.829432, 4.828599], [-1.884265, 4.626898, 5.353881], [-1.139740, 1.729789, 5.556396], [-2.995993, 2.342040, 5.803667], [-2.653154, 0.885576, 4.644342], [4.579027, 5.059097, -0.574604], [4.878360, 3.758835, -2.340391], [3.665369, 2.851275, -4.158012], [3.966502, 0.818103, -1.654335], [-0.124090, 1.587344, -4.066666], [1.540700, 2.410963, -4.360889], [0.686707, -0.532522, -3.526274], [2.022142, 0.111004, -2.357719], [3.434058, -1.770950, -5.270790], [1.573341, -1.867819, -4.996321], [-1.567649, -2.899451, 2.373620], [-0.983452, -3.689473, 0.887313], [-0.928324, -1.238279, 2.453910], [-3.348670, -2.850408, 2.359467], [-1.010117, -3.819697, 3.793873], [2.931039, -0.665404, 2.531214], [2.607185, -0.555257, 0.782638], [2.545141, 0.891998, 3.305974], [1.920824, -1.949157, 3.242614], [4.651104, -1.049225, 2.793647], [1.246745, -5.059323, -6.412085], [-0.291562, -5.956101, -6.474803], [1.872461, -5.069321, -4.743836], [2.430501, -5.834187, -7.495113], [0.975564, -3.377587, -6.934618], [-6.958647, -4.733904, 0.514390], [-5.911731, -6.037130, 1.130915], [-8.663884, -5.237630, 0.628847], [-6.707895, -3.261159, 1.485363], [-6.551054, -4.399679, -1.187659], [-6.196611, 2.198095, 6.657316], [-4.835937, 2.038054, 7.796387], [-6.480925, 0.636165, 5.848480], [-7.662475, 2.681612, 7.547314], [-5.807086, 3.436619, 5.437012], [7.476237, 0.041451, -4.301179], [5.937930, -0.855327, -4.363896], [8.101953, 0.031453, -2.632931], [8.659994, -0.733414, -5.384206], [7.205056, 1.723186, -4.823712], [2.951408, 0.048189, -11.445253], [2.054184, -0.867076, -12.682916], [2.902851, 1.785104, -11.839518], [2.204052, -0.219949, -9.850198], [4.644643, -0.505352, -11.408380], [-3.924635, -6.981813, 4.838143], [-2.563960, -7.141855, 5.977215], [-4.208949, -8.543743, 4.029308], [-5.390499, -6.498297, 5.728142], [-3.535110, -5.743289, 3.617840], [-0.637131, -10.559840, 5.371849], [0.175912, -10.034441, 6.867660], [-2.185012, -11.341991, 5.780476], [-0.942680, -9.144596, 4.333404], [0.403317, -11.718395, 4.505807], [3.453383, 5.942771, 6.686933], [2.556158, 5.027505, 5.449271], [3.404825, 7.679685, 6.292668], [2.706026, 5.674632, 8.281988], [5.146617, 5.389229, 6.723806]], "atomic_forces_ev_per_a": [[0.34, -1.29, 1.12], [-0.51, -1.47, 0.58], [0.38, -0.06, -0.88], [0.09, 1.82, 0.83], [2.62, 1.82, 3.11], [3.30, 0.06, -1.22], [0.75, 0.21, 0.73], [2.97, -3.33, 1.85], [-4.98, 6.52, -1.33], [2.33, -1.11, -1.46], [0.23, 1.25, 0.43], [-0.43, -0.54, 0.86], [-0.34, -1.18, -3.86], [2.40, -4.28, 4.75], [-3.56, 5.73, -7.20], [-1.29, -4.78, -3.62], [1.91, 1.65, 1.87], [-3.96, -0.86, -1.14], [-1.53, -0.31, -1.09], [-2.54, 1.61, 2.58], [1.50, -3.48, 1.69], [-2.22, 1.68, 0.44], [0.41, 2.42, 3.60], [0.20, -1.23, -1.26], [-0.54, 0.88, 0.56], [-2.40, -1.77, 0.81], [1.27, -0.46, -0.16], [1.54, 0.43, 0.63], [4.02, 3.35, 0.99], [-4.35, 1.29, 2.61], [-0.62, -4.77, -1.11], [0.75, 2.44, -0.67], [-0.85, -0.86, -2.37], [2.01, -0.75, 0.91], [0.61, 2.17, 1.36], [-2.21, 1.00, -1.06], [-1.18, -2.08, -0.69], [1.50, 0.27, -1.66], [1.17, -0.92, 2.18], [2.10, 0.86, 0.52], [-0.09, -2.43, -0.79], [-0.44, -1.66, 1.53], [-1.97, 0.41, -0.61], [1.18, -1.29, -2.10], [-2.35, 0.20, -1.02], [2.02, -0.85, -1.70], [1.18, 2.18, 0.64], [-0.95, -0.94, 0.75], [-1.49, -0.10, -0.69], [-0.23, 0.55, 0.79], [1.07, 0.47, -0.90], [1.82, 0.68, 1.50], [-1.16, -1.45, 2.10], [1.85, 1.09, -0.19], [-0.55, 0.07, -2.40], [-2.26, 1.44, -0.55], [1.38, 1.82, -0.71], [0.24, 0.12, 0.09], [-0.14, 0.14, 0.27], [-1.00, -0.59, -0.20], [0.37, 0.06, -0.10], [0.12, 0.45, -0.37], [0.10, -0.04, 0.62], [-0.04, 0.01, 0.09], [0.25, -0.63, -0.41], [0.89, 0.20, -0.10], [-0.44, 0.11, -0.16], [-0.10, -0.23, -0.23], [0.39, 0.23, 0.05], [-0.10, 0.06, -0.27], [-0.32, 0.25, 0.33], [0.05, -1.89, 0.25], [-0.06, -0.28, -0.03], [-0.32, 0.40, -0.20], [0.49, 0.18, -0.03], [-0.08, -0.23, -0.16], [-0.08, -0.04, 0.39], [-0.17, -0.02, 0.10], [-0.34, 0.03, -0.21], [0.10, 0.37, 0.18], [0.44, -0.14, -0.27], [-0.04, -0.26, 0.23], [0.03, -0.19, 0.14], [0.43, 0.17, -0.05], [-0.19, 0.02, -0.47], [-0.33, 0.26, 0.28], [0.04, -0.27, 0.05], [-0.03, 0.02, -0.06], [0.23, 0.23, 0.32], [0.02, -0.40, 0.09], [-0.06, 0.27, -1.33], [-0.43, 0.14, 0.02], [-0.02, -0.11, 0.06], [-0.65, 0.47, 0.03], [-0.12, 0.42, 0.16], [0.35, -0.10, -0.25], [-0.34, -0.63, 0.45], [0.02, -0.04, -0.07], [-0.21, -0.10, -0.35], [0.37, 0.22, -0.10], [0.58, -0.78, -0.05], [-0.26, 0.28, 0.23], [-0.06, -0.10, 0.17], [0.73, -0.01, 1.30], [0.00, -0.38, 0.06], [0.19, 0.09, -0.36], [-0.44, 0.14, -0.03]], "mulliken_charge": [-0.3919, -0.2377, 0.1819, -0.9808, -0.0414, 0.2292, 0.0193, -0.2940, -0.2515, 0.1703, -0.7063, -0.2486, 0.0030, 0.0939, -0.2483, -0.1869, -0.0353, 0.0927, -0.1703, -0.2605, 0.4701, -0.2822, 0.4368, -1.1048, 0.2543, 0.0634, -0.7012, 0.9933, -0.2473, -0.2196, -0.2177, 0.0499, -0.0009, 0.2848, 0.4497, 0.0231, 0.2775, 0.3187, 0.3637, -0.0849, 0.5438, 0.1178, 0.2562, 0.3560, 0.2573, -0.0876, 0.1951, 0.2216, -0.0340, 0.1081, 0.0249, 0.4143, 0.3852, 0.4066, -0.3124, 0.1057, 0.2458, -0.0263, -0.1112, 0.3529, -0.0510, -0.0971, -0.0090, -0.0082, 0.0235, -0.0190, -0.0965, 0.3182, -0.0953, -0.1069, -0.0901, 0.0473, 0.2922, -0.0505, -0.0830, -0.0689, -0.1036, 0.3496, -0.1149, -0.0704, -0.0906, -0.0870, 0.2813, -0.0337, -0.0875, -0.0935, -0.1175, 0.3408, -0.0975, -0.1081, -0.0527, -0.0976, 0.2122, -0.0806, -0.0790, -0.1035, 0.0841, 0.3136, -0.0928, -0.0842, -0.0439, -0.0965, 0.3069, -0.0131, -0.1126, -0.1109, -0.1055]}


Entry 2:
{"formula": "C3H3ClOS", "method": "ωB97M-V/def2-TZVPD", "de_lowest_ev": 1.533, "smiles": "S=CO/C=C/Cl", "max_force_ev_per_a": 3.25, "elements": ["C", "C", "C", "H", "H", "H", "O", "S", "Cl"], "coordinates": [[1.645729, 0.237875, 0.115930], [0.458965, -0.242960, 0.120226], [-1.823227, 0.277162, -0.219258], [1.779927, 1.245464, 0.074674], [0.229072, -1.318527, 0.393654], [-2.427955, 1.163246, -0.173626], [-0.562204, 0.728980, -0.108368], [-2.267103, -1.227884, -0.052597], [2.966795, -0.863359, -0.150635]], "atomic_forces_ev_per_a": [[1.92, -1.99, -0.61], [-2.94, -1.28, 0.51], [1.08, 0.97, 1.30], [1.00, 2.59, -0.39], [-0.11, 1.67, -0.99], [-0.71, 0.18, -0.62], [0.83, -1.31, 0.46], [-1.16, -1.30, -0.30], [0.09, 0.46, 0.63]], "mulliken_charge": [-0.1991, -0.1506, 0.0983, 0.4102, 0.2471, 0.3379, -0.2236, -0.3453, -0.1748]}


Entry 3:
{"formula": "C29H52Cl3N4O2", "method": "ωB97M-V/def2-TZVPD", "max_force_ev_per_a": 2.60, "total_charge": 1, "energy_ev": -78531.1712, "elements": ["C", "C", "C", "C", "C", "C", "C", "C", "C", "C", "C", "C", "C", "C", "C", "C", "N", "C", "N", "C", "C", "C", "N", "C", "O", "C", "C", "C", "C", "C", "C", "N", "C", "O", "H", "H", "H", "H", "H", "H", "H", "H", "H", "H", "H", "H", "H", "H", "H", "H", "H", "H", "H", "H", "H", "H", "H", "H", "H", "H", "H", "H", "H", "H", "H", "H", "H", "H", "H", "H", "H", "H", "H", "H", "H", "H", "H", "H", "H", "H", "H", "H", "H", "H", "H", "C", "Cl", "Cl", "Cl", "H"], "coordinates": [[-7.376667, -4.347703, -0.476231], [-6.657297, -3.400908, -1.478934], [-6.630983, -1.969540, -0.864869], [-5.458894, -1.132364, -1.490465], [-5.964393, -0.422974, -2.778886], [-4.792503, 0.433180, -3.366390], [-3.908566, -0.420636, -4.324435], [-2.428918, -0.580412, -3.862992], [-1.726460, 0.740591, -3.446943], [-0.916527, 0.675670, -2.121266], [-1.695670, 0.125409, -0.899545], [-2.591911, 1.197639, -0.189220], [-1.894703, 1.759649, 1.095582], [-0.953752, 2.967631, 0.732255], [0.520118, 2.473787, 0.860628], [0.843933, 2.387226, 2.373189], [2.314529, 2.187811, 2.639534], [2.954997, 1.982904, 1.374487], [3.503151, 0.849539, 1.114993], [4.201859, 0.589588, -0.146486], [3.476622, -0.422221, -1.082493], [3.775875, -0.121252, -2.588647], [3.553748, -1.336160, -3.396490], [3.403193, -0.198956, 2.194882], [3.901227, -1.422463, 1.762689], [5.107212, -1.783486, 2.368427], [5.280799, -1.859066, 3.749406], [6.505796, -2.186104, 4.312765], [7.601603, -2.452633, 3.490685], [7.422583, -2.419219, 2.111765], [6.190558, -2.088027, 1.550086], [2.948824, 3.056452, 0.454135], [1.515578, 3.436502, 0.182891], [1.295867, 3.497480, -1.201549], [-7.379678, -5.374434, -0.872857], [-8.402105, -3.965510, -0.359299], [-6.840196, -4.311123, 0.482622], [-7.220060, -3.338585, -2.424334], [-5.621146, -3.723884, -1.666357], [-7.579064, -1.442682, -1.046457], [-6.444120, -1.986376, 0.222089], [-4.571715, -1.757197, -1.673159], [-5.253845, -0.328979, -0.760907], [-6.330977, -1.184322, -3.482064], [-6.767813, 0.260942, -2.467475], [-4.217806, 0.800601, -2.500398], [-5.242918, 1.314130, -3.847764], [-4.341025, -1.437048, -4.314792], [-3.984616, -0.052900, -5.359962], [-1.874121, -0.981073, -4.728737], [-2.410296, -1.367225, -3.095396], [-0.995101, 0.976444, -4.240635], [-2.401729, 1.610876, -3.415271], [-0.636706, 1.712990, -1.864200], [0.003756, 0.089465, -2.285344], [-2.307061, -0.761003, -1.111976], [-0.936196, -0.187222, -0.157020], [-2.852472, 2.028516, -0.864554], [-3.505442, 0.696511, 0.165956], [-1.320012, 0.950754, 1.575766], [-2.668771, 2.062455, 1.818032], [-1.156451, 3.813883, 1.407133], [-1.139798, 3.239265, -0.315192], [0.540887, 1.494803, 0.346831], [0.506844, 3.309570, 2.866609], [0.299172, 1.551370, 2.830788], [2.676967, 3.095618, 2.937149], [4.408024, 1.498659, -0.721776], [5.191180, 0.174481, 0.109127], [2.396068, -0.431272, -0.869211], [3.898918, -1.419543, -0.893487], [3.129822, 0.695873, -2.940101], [4.844516, 0.130439, -2.671372], [4.363694, -1.947201, -3.321835], [2.792779, -1.860311, -2.968331], [2.355703, -0.345606, 2.499102], [3.918776, 0.218795, 3.070322], [4.400979, -1.623412, 4.361011], [6.563394, -2.192658, 5.402703], [8.566447, -2.679913, 3.943618], [8.263130, -2.657140, 1.455861], [6.090085, -2.057611, 0.462927], [3.401025, 3.830571, 0.939578], [1.351650, 4.445539, 0.609020], [1.340232, 4.423862, -1.466115], [1.995789, 1.127177, 6.575494], [2.169171, 1.515405, 4.845947], [0.295915, 0.907552, 6.993219], [2.931235, -0.315865, 6.978045], [2.384257, 1.956619, 7.154875]], "atomic_forces_ev_per_a": [[0.43, 0.33, -0.98], [-0.66, 0.58, 1.10], [1.51, -0.12, -0.58], [-1.94, 0.46, 0.12], [1.33, 0.30, 0.74], [-0.81, -0.64, -0.11], [-0.02, -0.01, 0.59], [-0.34, 0.33, -0.81], [0.62, -0.16, -0.01], [-0.71, 0.02, -0.03], [0.21, 0.64, 0.30], [0.51, -0.77, 0.87], [-0.42, 0.63, -0.79], [0.19, -1.22, 0.25], [-0.38, 0.82, 0.10], [-0.29, -0.33, -0.55], [0.33, 0.66, -2.49], [0.06, 0.44, 0.20], [-0.54, 0.73, 0.09], [0.74, -0.96, -1.05], [0.61, 0.25, 0.03], [-0.15, -0.85, 0.73], [-0.06, 0.25, 0.36], [-0.32, -0.56, 0.59], [0.27, 0.59, 0.44], [1.39, -0.39, -0.08], [-1.20, 0.41, -0.18], [-0.09, 0.19, 0.00], [-0.30, 0.02, 0.30], [0.25, -0.12, -0.05], [-0.04, 0.05, -0.29], [-0.25, -0.63, 0.56], [-0.53, 0.66, -0.04], [0.02, -0.04, 0.44], [-0.21, 0.27, 0.35], [0.26, -0.40, 0.20], [-0.31, -0.15, -0.21], [0.37, -0.30, 0.18], [-0.39, -0.02, -0.04], [0.20, -0.18, 0.15], [-0.29, -0.34, -0.29], [-0.18, 0.24, 0.12], [0.42, -0.30, -0.34], [-0.05, 0.45, -0.01], [-0.01, -0.39, -0.23], [-0.09, -0.05, -0.35], [0.42, -0.22, -0.11], [0.18, 0.33, -0.27], [0.18, -0.04, 0.38], [-0.14, -0.08, 0.41], [0.16, 0.42, 0.01], [-0.30, 0.09, 0.28], [-0.04, -0.47, 0.04], [0.29, -0.42, -0.20], [-0.27, 0.15, 0.07], [0.29, 0.22, -0.20], [-0.37, -0.13, -0.23], [-0.08, -0.35, 0.21], [0.13, 0.29, -0.39], [-0.26, 0.23, -0.14], [0.31, 0.05, -0.24], [0.25, -0.09, -0.36], [0.05, 0.21, 0.42], [0.34, 0.23, 0.28], [0.22, -0.27, -0.10], [0.19, 0.24, -0.08], [-0.06, -0.21, 0.19], [-0.49, 0.13, 0.69], [-0.42, 0.13, 0.13], [0.27, -0.06, -0.19], [-0.44, 0.22, 0.15], [0.39, -0.13, 0.00], [-0.41, 0.29, -0.14], [-0.09, 0.14, -0.09], [-0.04, 0.04, -0.35], [0.21, 0.31, -0.49], [0.08, -0.29, -0.31], [0.46, -0.19, 0.06], [0.21, -0.11, -0.36], [-0.23, 0.00, -0.27], [-0.30, 0.12, 0.18], [-0.06, -0.04, 0.30], [0.09, 0.05, -0.35], [0.10, -0.36, -0.03], [0.05, -0.19, -0.21], [-0.16, -0.09, 0.09], [0.07, -0.64, 2.06], [0.08, 0.05, -0.03], [0.01, 0.07, -0.04], [0.00, -0.04, -0.02]], "mulliken_charge": [-1.2309, -0.3194, -0.9873, 0.4391, -1.2762, 0.3085, -0.9269, -0.8513, -1.1476, 0.0637, -0.4587, -0.5369, -1.2572, -1.0363, 1.6822, -1.3029, -0.0905, -0.7268, 0.5511, -1.2866, -0.1155, -0.7622, -0.6598, -0.8266, -0.3796, 0.3598, -0.1925, -0.6646, -0.4100, -0.6663, 0.0947, -0.1575, -0.8642, -0.4439, 0.3669, 0.2987, 0.3270, 0.2701, 0.3303, 0.3495, 0.4179, 0.0473, -0.0641, 0.3231, 0.4626, -0.3699, 0.4051, 0.3684, 0.4208, 0.4211, 0.3264, 0.5337, 0.4710, -0.1001, 0.0595, 0.4038, 0.5613, 0.5180, 0.0048, 0.4585, 0.3788, 0.6024, 0.5624, -0.3597, 0.3308, 0.5375, 0.4774, 0.5714, 0.3509, 0.1770, 0.4167, 0.2711, 0.4893, 0.2765, 0.2817, 0.2357, 0.5581, 0.4447, 0.3721, 0.3966, 0.3775, 0.3674, 0.4027, 0.4434, 0.3788, -0.0899, 0.1556, -0.1264, -0.1270, 0.3140]}